[1]
DFT (the ωB97M-V functional and the def2-TZVPD basis) results for a molecular structure, C13H23As2Cl2IrN2O8S2 in a non-equilibrium geometry.

Each line ends with the Mulliken charge.
CARTESIAN COORDINATES (ANGSTROEM)
Ir -0.23430 0.18630 0.42160  2.6577
O 1.86330 2.06320 2.71140  -0.6473
As 2.61100 0.90780 1.50120  0.9187
O 4.10350 0.73690 2.04580  -0.7662
O 1.47740 -0.30070 1.69570  -0.6776
C 2.27140 2.07170 -0.05640  0.0794
C 2.14060 3.44240 0.11680  -0.5755
C 1.89370 4.22330 -1.00360  -0.7267
C 1.80250 3.65880 -2.26550  -0.7041
C 1.96920 2.29210 -2.43300  -0.6666
C 2.19760 1.52700 -1.30740  0.3429
S 2.37940 -0.25980 -1.41830  1.2052
O 2.89450 -0.59140 -2.71340  -0.8124
O 3.16480 -0.63270 -0.27550  -0.6287
O 0.95520 -0.72950 -1.32310  -0.7741
H 2.49910 2.21450 3.41450  0.2612
H 2.22400 3.87530 1.10440  0.5596
H 1.79720 5.29240 -0.88660  0.4192
H 1.60450 4.28350 -3.12450  0.5121
H 1.95410 1.83020 -3.40680  0.5496
N -1.18450 1.51960 2.17710  -0.5645
C -1.28130 0.77970 3.43480  -0.6166
C -1.90340 -0.58420 3.14790  -0.6032
N -1.05900 -1.27910 2.18390  -0.4452
H -0.55560 2.31420 2.26970  0.2161
H -2.09330 1.85930 1.87630  0.2865
H -1.87980 1.31590 4.18160  0.4642
H -0.26730 0.64020 3.81820  0.3032
H -2.89710 -0.45960 2.71020  0.3442
H -1.99180 -1.15060 4.08340  0.4146
H -1.47290 -2.15130 1.86800  0.2889
H -0.13690 -1.45950 2.58270  0.2653
Cl -3.83560 2.27160 -3.13110  -0.1507
C -2.53290 3.09490 -2.26230  0.1509
Cl -3.16230 4.01440 -0.90710  -0.1599
C -1.50750 1.99310 -1.79550  0.0581
O -1.19490 1.16790 -2.64180  -0.4125
O -1.13690 2.06440 -0.60890  -0.7193
H -2.03790 3.78260 -2.95120  0.3105
C 0.20110 -0.71210 -4.24230  -0.8966
As -0.93070 -1.53590 -2.88880  1.3092
C -2.60510 -1.70150 -3.90500  -1.0639
C -0.25960 -3.34380 -2.64970  -1.0620
S -1.85970 -1.14200 -0.94240  -0.4968
H 0.18850 -1.40890 -5.08630  0.5630
H 1.21910 -0.58590 -3.87820  0.1396
H -0.23440 0.23850 -4.54120  0.2978
H -2.52730 -2.51670 -4.62530  0.3986
H -2.76750 -0.76070 -4.43380  0.3350
H -3.45930 -1.87860 -3.24960  0.3971
H -0.00570 -3.78320 -3.61590  0.4199
H -1.00670 -3.96210 -2.14920  0.3809
H 0.63590 -3.28370 -2.03240  0.3215

For the total energy, the calculation gives -204435.3488 eV. Its largest force on an atom is 3.76 eV/Å. Its HOMO energy (alpha / beta) is -12.1496 / -12.1208 eV. Its spin multiplicity is 6. Its net charge is +1. Its HOMO-LUMO gap (alpha / beta) is 8.374 / 4.835 eV.

[2]
DFT (the ωB97M-V functional and the def2-TZVPD basis) results for a molecular structure, C15H10NPtSe2Te2.

Each line ends with the Mulliken charge.
CARTESIAN COORDINATES (ANGSTROEM)
Pt -0.69202 0.12129 2.18879  1.4891
C -0.32228 4.32586 1.19540  -0.6145
C 0.14186 4.29807 -0.11756  -0.7673
C 0.34902 3.08023 -0.73485  -0.6099
C 0.09440 1.88717 -0.04929  1.0703
C -0.37051 1.90610 1.27185  -0.0723
C -0.57867 3.14821 1.87453  -0.6488
C 0.28711 0.56953 -0.67790  0.8457
C 0.89866 0.41927 -1.95886  -0.7344
C 1.04610 -0.81466 -2.49890  -0.8458
C 0.58668 -1.95267 -1.79323  1.3381
C 0.69534 -3.26899 -2.29661  -0.8170
C 0.23172 -4.32621 -1.56733  -0.4402
C -0.35911 -4.10555 -0.30371  -0.6983
C -0.47337 -2.84447 0.20805  0.1041
C 0.00221 -1.73823 -0.53097  -0.1245
N -0.12395 -0.48347 -0.00143  -0.6334
H -0.48872 5.27763 1.68802  0.3575
H 0.33307 5.21915 -0.65416  0.3644
H 0.69510 3.07169 -1.76078  0.2594
H -0.92911 3.18158 2.89952  0.2270
H 1.25476 1.28994 -2.48730  0.2646
H 1.51475 -0.94363 -3.46836  0.3838
H 1.15150 -3.41992 -3.26855  0.3572
H 0.31458 -5.33408 -1.95445  0.3639
H -0.72777 -4.94708 0.26943  0.4151
H -0.92484 -2.65967 1.17492  -0.0422
Se 1.70445 0.21075 2.96862  -0.5038
Te -0.06102 0.64545 4.67512  -0.2271
Te -2.07218 -1.80465 3.55036  -0.5122
Se -3.17778 -0.00864 2.15963  -0.5486

For the total energy, the calculation gives -165737.1460 eV. Its largest force on an atom is 0.53 eV/Å. For the energy above the lowest of the compared OMol25 structures with the same formula, charge and spin, the calculation gives 1.70 kcal per mole. Its HOMO energy is -3.0601 eV. Its spin multiplicity is 1. Its net charge is -1. Its HOMO-LUMO gap is 5.448 eV.

[3]
DFT (the ωB97M-V functional and the def2-TZVPD basis) results for a molecular structure, C5H11N2O in a non-equilibrium geometry.

Each line ends with the Mulliken charge.
CARTESIAN COORDINATES (ANGSTROEM)
C 0.24756 0.67349 -0.02656  -0.0965
C -0.91589 -1.46498 0.14977  -0.5160
C -0.73234 -0.17786 -0.79877  0.6093
C -0.25932 -0.56301 -2.19699  -1.4881
C 1.06636 -0.01335 2.67317  -0.7530
N 0.59343 -0.48069 1.39139  0.0237
N 0.64937 1.89215 -0.16457  -0.3485
O -0.63418 -1.08567 1.47111  -0.1034
H -1.95596 -1.75968 0.12097  0.3644
H -0.20343 -2.40291 -0.09331  0.2948
H -1.71065 0.43492 -0.81268  0.2729
H -0.31723 0.29402 -2.82980  0.4189
H -0.87270 -1.28618 -2.73142  0.3898
H 0.69277 -0.99674 -2.19555  0.4154
H 1.90013 0.63763 2.59157  0.3117
H 0.10318 0.57188 2.98947  0.3517
H 1.19156 -1.02337 3.01737  0.3481
H 0.73659 2.19663 -1.16998  0.2789
H 1.25820 2.16643 0.57837  0.2257

For the total energy, the calculation gives -10377.3654 eV. Its largest force on an atom is 5.90 eV/Å. For the energy above the lowest of the compared OMol25 structures with the same formula, charge and spin, the calculation gives 111.95 kcal per mole. Its HOMO energy (alpha / beta) is -10.9913 / -15.7264 eV. Its spin multiplicity is 3. Its net charge is +1. Its HOMO-LUMO gap (alpha / beta) is 7.632 / 8.985 eV.

[4]
DFT (the ωB97M-V functional and the def2-TZVPD basis) results for a molecular structure, C18H54MnNO12 in a non-equilibrium geometry.

Each line ends with the Mulliken charge.
CARTESIAN COORDINATES (ANGSTROEM)
Mn 2.47942 2.14610 -0.20482  0.6957
N -0.17187 0.10929 -0.16056  -0.0579
O -0.00627 -1.10925 -0.21812  -0.1678
O 0.83496 0.82843 0.09963  0.4475
O -1.28571 0.64607 -0.25702  -0.2664
C -3.61283 1.25761 4.17671  -1.3481
C -3.52353 1.13588 2.65901  0.0919
O -2.29940 1.76708 2.24472  -0.5023
H -3.60880 2.28227 4.53891  0.3331
H -2.78092 0.68861 4.59388  0.2626
H -4.55070 0.81105 4.51794  0.3868
H -4.36103 1.69057 2.22250  0.3326
H -3.53047 0.09379 2.33725  0.1617
H -2.04307 1.38855 1.39518  0.0820
C 3.20112 0.59342 3.80983  -1.2289
C 3.67527 1.38513 2.59096  0.2729
O 2.53490 1.98753 1.92451  -0.4305
H 2.39278 -0.08855 3.55523  0.2655
H 2.90906 1.29138 4.59734  0.4469
H 4.05714 0.04953 4.21325  0.3799
H 4.18198 0.72392 1.89363  -0.2309
H 4.34598 2.17834 2.92460  0.3746
H 1.95621 2.39599 2.58006  0.2165
C 1.87093 -5.50398 -2.17181  -1.4791
C 1.54986 -4.39582 -1.21425  0.4628
O 1.25053 -3.21784 -1.96359  -0.5769
H 2.32565 -6.35731 -1.66493  0.3809
H 2.64312 -5.13120 -2.85402  0.3260
H 1.04564 -5.87291 -2.77639  0.3187
H 2.38358 -4.21089 -0.52792  0.1525
H 0.68653 -4.64516 -0.58599  0.1353
H 0.76796 -2.59579 -1.41320  0.2708
C -5.68787 1.41785 -2.68375  -1.2846
C -4.19340 1.39701 -2.46128  0.0108
O -3.97141 0.84169 -1.15674  -0.5830
H -6.11169 0.41924 -2.79818  0.3058
H -5.93730 1.94586 -3.61189  0.3846
H -6.27018 1.91760 -1.91039  0.3024
H -3.76415 2.40779 -2.46815  0.2815
H -3.70131 0.82789 -3.25699  0.2584
H -3.02501 0.86415 -0.94918  0.4824
C 4.92139 -1.38039 0.17633  -1.4853
C 3.51401 -0.92270 -0.14440  0.1582
O 3.52847 0.33990 -0.89204  -0.4302
H 4.86089 -2.35432 0.66947  0.3688
H 5.44324 -0.72427 0.87499  0.3347
H 5.52930 -1.52281 -0.71701  0.3961
H 2.89135 -0.79084 0.73608  -0.1565
H 3.05326 -1.67330 -0.79096  0.5715
H 3.85678 0.12872 -1.77325  0.2945
C 3.34564 2.82860 -4.10457  -1.1926
C 2.22445 3.31442 -3.19610  -0.2390
O 1.86559 2.28394 -2.25178  -0.0598
H 3.13625 1.88095 -4.60897  0.3524
H 4.27309 2.62435 -3.56147  0.2670
H 3.56494 3.55582 -4.88648  0.3990
H 1.36144 3.61725 -3.78992  0.3345
H 2.54367 4.20945 -2.66290  0.2514
H 1.41695 1.58381 -2.74391  0.1669
C -0.72765 -1.81240 3.33791  -0.6889
C 0.01219 -2.91603 2.58926  -0.1745
O 1.21156 -2.44884 1.99246  -0.4847
H -1.73312 -2.15640 3.58265  0.4273
H -0.81802 -0.93505 2.69001  -0.0225
H -0.17904 -1.51086 4.22825  0.3177
H -0.63275 -3.44758 1.88034  0.0335
H 0.27347 -3.70502 3.30113  0.4193
H 0.94587 -1.91912 1.22596  0.0407
C -1.08007 3.94170 -0.80037  -0.9188
C -0.14280 3.96061 0.37639  -0.0753
O 1.27186 3.88817 0.00875  -0.4430
H -2.10898 4.03420 -0.45079  0.4089
H -1.03563 2.99828 -1.34206  0.0122
H -0.87429 4.79413 -1.45257  0.4427
H -0.32116 3.11432 1.04174  -0.0313
H -0.26137 4.84611 1.00455  0.4383
H 1.53125 4.76147 -0.30975  0.2567
C -2.80383 -3.89895 -1.13669  -1.2285
C -3.45112 -2.62331 -0.64141  0.4665
O -4.01661 -1.90542 -1.73017  -0.5829
H -2.40739 -4.48322 -0.30916  0.3232
H -1.98031 -3.63182 -1.80665  0.2146
H -3.49843 -4.46054 -1.76013  0.3953
H -2.73558 -2.00010 -0.09341  -0.2289
H -4.25209 -2.84537 0.07532  0.3165
H -4.17233 -0.99844 -1.40062  0.3675

For the total energy, the calculation gives -76912.9299 eV. Its largest force on an atom is 1.61 eV/Å. For the energy above the lowest of the compared OMol25 structures with the same formula, charge and spin, the calculation gives 2.48 kcal per mole. Its HOMO energy (alpha / beta) is -11.0124 / -11.0124 eV. Its spin multiplicity is 6. Its net charge is +1. Its HOMO-LUMO gap (alpha / beta) is 7.432 / 6.890 eV.

[5]
DFT (the ωB97M-V functional and the def2-TZVPD basis) results for a molecular structure, C4H8CrF3O5S in a non-equilibrium geometry.

Each line ends with the Mulliken charge.
CARTESIAN COORDINATES (ANGSTROEM)
O -0.95338 -0.42786 1.21031  -0.3566
O -2.48278 -1.09119 0.93528  -0.4285
C -2.66683 -1.33310 -0.39826  0.1502
O -2.56520 -0.05729 -1.07015  -0.3143
C -2.39279 -0.08304 -2.48103  -0.6597
Cr -1.91958 1.00932 0.42644  1.3688
H -3.66998 -1.74756 -0.58407  0.4220
H -1.86188 -1.97708 -0.79147  0.3495
H -2.40186 0.95572 -2.82433  0.3031
H -1.42279 -0.53241 -2.73547  0.3458
H -3.20228 -0.66996 -2.93554  0.3151
S 1.47974 0.15477 0.91953  0.7831
O 1.56080 -0.98197 -0.00948  -0.4736
O 2.93446 0.60512 1.43775  -0.2296
C 1.29674 1.65079 -0.21487  0.6797
F 2.03766 1.52493 -1.28288  -0.1664
F -0.01024 1.67129 -0.61241  -0.1978
F 1.56268 2.77015 0.40579  -0.1772
C 3.54200 -0.21323 2.46157  -0.6885
H 4.61364 -0.00804 2.39169  0.2609
H 3.41505 -1.29368 2.32601  0.3711
H 3.10683 0.07432 3.42558  0.3430

For the total energy, the calculation gives -61898.1234 eV. Its largest force on an atom is 3.41 eV/Å. Its HOMO energy (alpha / beta) is -17.1572 / -17.5378 eV. Its spin multiplicity is 4. Its net charge is +2. Its HOMO-LUMO gap (alpha / beta) is 4.588 / 6.967 eV.

[6]
DFT (the ωB97M-V functional and the def2-TZVPD basis) results for 2 unconnected molecules or ions with the total composition C4H6O2 in a non-equilibrium geometry.

Each line ends with the Mulliken charge.
CARTESIAN COORDINATES (ANGSTROEM)
C 3.22515 0.80456 -0.13531  0.1044
C 0.25917 -2.01619 -0.22393  -0.7423
C -0.25327 -0.80145 -0.12142  0.1436
C -0.14240 1.52981 -0.09005  -0.7397
O 3.41705 -0.30681 -0.11634  -0.1305
O 0.53798 0.29293 -0.35901  -0.2436
H 1.27896 -1.99179 -0.43809  0.2431
H -0.23923 -2.91965 0.03560  0.2638
H -1.36297 -0.49902 0.13844  0.2216
H -1.06451 1.77606 -0.73429  0.2725
H 0.70504 2.35018 -0.16698  0.2095
H -0.40287 1.45556 0.96698  0.3978

For the total energy, the calculation gives -8338.0761 eV. Its largest force on an atom is 2.52 eV/Å. For the energy above the lowest of the compared OMol25 structures with the same formula, charge and spin, the calculation gives 55.00 kcal per mole. Its HOMO energy is -8.9649 eV. Its spin multiplicity is 1. Its net charge is 0. Its HOMO-LUMO gap is 10.068 eV.